1.
Computed, not measured: C21H41AgO9 as an isolated structure at a distorted geometry, with ωB97M-V/def2-TZVPD.

Computed properties:
- total charge = +1
- largest force on an atom (eV/A) = 5.28
- 2S+1 = 2
- HOMO-LUMO gap (spin up / spin down) (eV) = 4.114 / 4.112
- energy (hartree) = -1648.3867
- HOMO level (spin up / spin down) (eV) = -11.15 / -11.15
- energy above the lowest of the compared OMol25 structures with the same formula, charge and spin (kcal/mol) = 91.3
- E_LUMO (spin up / spin down) (eV) = -7.0 / -7.0

Each line ends with the Mulliken spin population.
CARTESIAN COORDINATES (ANGSTROEM)
Ag 0.53 5.66 0.74  0.00
C 2.04 -0.76 1.41  0.00
C 0.81 0.12 1.05  -0.01
O 1.18 1.29 0.38  0.90
H 1.68 -1.67 1.90  0.00
H 2.84 -0.29 1.97  0.00
H 2.45 -1.09 0.46  0.00
H 0.20 0.47 1.87  0.07
H 0.15 -0.46 0.40  0.06
C 6.52 2.64 -2.31  0.00
C 5.89 2.87 -3.75  0.00
C 4.69 3.75 -3.71  0.00
O 5.00 4.87 -4.50  0.00
C 6.19 4.78 -4.99  0.00
O 6.82 5.68 -5.58  0.00
O 6.76 3.65 -4.52  0.00
H 6.48 3.52 -1.67  0.00
H 7.51 2.19 -2.41  0.00
H 6.00 1.84 -1.79  0.00
H 5.63 2.04 -4.41  0.00
H 4.55 4.05 -2.67  0.00
H 3.78 3.40 -4.20  0.00
C 0.48 2.53 6.37  0.00
C 1.32 3.39 5.43  0.00
O 0.82 4.28 4.81  0.00
C 2.83 3.18 5.38  0.00
H 0.54 1.45 6.23  0.00
H -0.52 2.93 6.21  0.00
H 0.71 2.69 7.42  0.00
H 3.33 3.44 6.31  0.00
H 3.25 3.91 4.69  0.00
H 3.18 2.16 5.18  0.00
C -2.95 -4.14 4.53  0.00
C -4.48 -4.12 4.29  0.00
O -5.37 -4.69 5.00  0.00
C -4.90 -3.42 2.95  0.00
H -2.60 -5.07 4.99  0.00
H -2.74 -3.29 5.18  0.00
H -2.40 -4.04 3.60  0.00
H -4.32 -2.54 2.66  0.00
H -5.95 -3.14 3.04  0.00
H -4.84 -4.16 2.15  0.00
C -6.00 5.14 -0.27  0.00
C -4.93 4.13 0.19  0.00
O -3.88 4.47 0.74  0.00
C -5.29 2.67 0.12  0.00
H -5.38 6.03 -0.34  0.00
H -6.74 5.60 0.39  0.00
H -6.23 4.94 -1.31  0.00
H -5.59 2.43 -0.90  0.00
H -6.07 2.27 0.75  0.00
H -4.47 2.00 0.40  0.00
C 0.08 -1.47 -4.91  0.00
C -0.98 -0.55 -5.54  0.00
O -1.00 -0.27 -6.70  0.00
C -2.12 -0.12 -4.67  0.00
H -0.50 -2.36 -4.67  0.00
H 0.52 -1.01 -4.03  0.00
H 0.85 -1.74 -5.63  0.00
H -2.86 0.29 -5.34  0.00
H -1.70 0.69 -4.07  0.00
H -2.41 -1.02 -4.13  0.00
C -0.57 -6.85 -2.05  0.00
C 0.75 -7.34 -1.37  0.00
O 1.81 -7.52 -1.99  0.00
C 0.63 -7.42 0.13  0.00
H -1.26 -7.68 -1.89  0.00
H -0.51 -6.69 -3.12  0.00
H -1.01 -5.99 -1.54  0.00
H 0.70 -8.46 0.45  0.00
H -0.36 -7.06 0.41  0.00
H 1.42 -7.03 0.78  0.00

=====

2.
Computed, not measured: a 2-piece molecular cluster, C3H6O2 overall at a distorted geometry, with ωB97M-V/def2-TZVPD.

Computed properties:
- structure (SMILES) = C=C1CO1.O
- total charge = 0
- largest force on an atom (eV/A) = 3.96
- HOMO-LUMO gap (eV) = 10.565
- energy (hartree) = -268.2834
- HOMO level (eV) = -9.64
- energy above the lowest of the compared OMol25 structures with the same formula, charge and spin (kcal/mol) = 76.4
- E_LUMO (eV) = 0.9

Each line ends with the natural charge from an NBO analysis.
CARTESIAN COORDINATES (ANGSTROEM)
C 0.19 -1.45 0.17  -0.55
C 0.63 -0.20 0.19  0.31
C 1.45 0.81 -0.51  -0.15
O 0.96 0.96 0.88  -0.47
H -0.45 -1.84 0.97  0.21
H 0.38 -2.10 -0.74  0.24
H 2.49 0.60 -0.60  0.19
H 0.96 1.59 -1.13  0.21
O -2.35 0.72 -0.01  -0.93
H -1.96 1.10 0.75  0.47
H -2.29 -0.18 0.04  0.47

=====

3.
Computed, not measured: a 2-piece molecular cluster, C4H5N overall at a distorted geometry, with ωB97M-V/def2-TZVPD.

Computed properties:
- total charge = 0
- largest force on an atom (eV/A) = 2.38
- HOMO-LUMO gap (spin up / spin down) (eV) = 7.088 / 9.308
- energy (hartree) = -209.8939
- HOMO level (spin up / spin down) (eV) = -8.99 / -9.25
- energy above the lowest of the compared OMol25 structures with the same formula, charge and spin (kcal/mol) = 169.3
- E_LUMO (spin up / spin down) (eV) = -1.9 / 0.1

Each line ends with the natural charge from an NBO analysis.
CARTESIAN COORDINATES (ANGSTROEM)
C -1.25 -0.67 -1.40  -0.26
C -0.45 0.37 -1.11  0.03
C -1.56 0.08 -0.24  0.24
C 2.28 0.15 0.64  -0.48
N -2.20 0.06 0.81  -0.66
H -1.46 -1.70 -1.87  0.26
H 1.31 -0.29 0.48  0.16
H 2.26 1.06 1.26  0.16
H 3.07 0.20 -0.06  0.16
H -1.99 0.74 1.48  0.37

=====

4.
Computed, not measured: one molecule with the formula C6H9N at a distorted geometry, with ωB97M-V/def2-TZVPD.

Computed properties:
- structure (SMILES) = Cc1c[nH]c(C)c1
- total charge = 0
- largest force on an atom (eV/A) = 2.20
- HOMO-LUMO gap (eV) = 8.860
- energy (hartree) = -288.7635
- HOMO level (eV) = -7.81
- energy above the lowest of the compared OMol25 structures with the same formula, charge and spin (kcal/mol) = 11.7
- E_LUMO (eV) = 1.1

Each line ends with the natural charge from an NBO analysis.
CARTESIAN COORDINATES (ANGSTROEM)
C -1.24 0.69 2.18  -0.62
C -0.72 0.02 0.93  -0.08
C -0.28 -1.28 0.76  -0.11
N 0.48 -1.31 -0.38  -0.50
C 0.47 -0.09 -1.03  0.14
C 1.22 0.23 -2.27  -0.64
C -0.30 0.72 -0.20  -0.31
H -2.23 1.13 2.02  0.21
H -1.40 0.00 3.01  0.21
H -0.56 1.49 2.47  0.22
H -0.07 -2.01 1.53  0.20
H 0.66 -2.20 -0.80  0.40
H 1.92 -0.57 -2.54  0.22
H 0.58 0.27 -3.16  0.22
H 1.78 1.14 -2.09  0.23
H -0.32 1.78 -0.43  0.21

=====

5.
Computed, not measured: an isolated ion of composition C2H7N2 and charge +1 at a distorted geometry, with ωB97M-V/def2-TZVPD.

Computed properties:
- structure (SMILES) = N/C=C/[NH3+]
- total charge = +1
- largest force on an atom (eV/A) = 3.38
- HOMO-LUMO gap (eV) = 9.355
- energy (hartree) = -189.6263
- HOMO level (eV) = -13.05
- energy above the lowest of the compared OMol25 structures with the same formula, charge and spin (kcal/mol) = 33.9
- E_LUMO (eV) = -3.7

Each line ends with the natural charge from an NBO analysis.
CARTESIAN COORDINATES (ANGSTROEM)
N 0.91 1.68 -0.59  -0.73
C 0.26 0.81 0.14  0.07
C -0.17 -0.42 -0.38  -0.29
N -0.64 -1.49 0.54  -0.69
H 1.02 1.55 -1.60  0.41
H 1.02 2.61 -0.22  0.42
H -0.06 1.23 1.12  0.23
H -0.12 -0.79 -1.44  0.24
H -0.75 -1.07 1.58  0.45
H -1.55 -1.92 0.21  0.45
H 0.07 -2.18 0.65  0.43

=====

6.
Computed, not measured: C4H13N2O2 as an isolated structure at a distorted geometry, with ωB97M-V/def2-TZVPD.

Computed properties:
- total charge = +1
- largest force on an atom (eV/A) = 6.67
- HOMO-LUMO gap (eV) = 10.404
- energy (hartree) = -419.8640
- HOMO level (eV) = -13.63
- energy above the lowest of the compared OMol25 structures with the same formula, charge and spin (kcal/mol) = 101.3
- E_LUMO (eV) = -3.2

Each line ends with the natural charge from an NBO analysis.
CARTESIAN COORDINATES (ANGSTROEM)
C -1.94 0.38 -0.51  -0.43
C -0.60 2.29 0.06  -0.40
C 1.31 -2.28 -0.57  -0.27
C 0.39 -0.12 0.00  0.89
N 1.60 0.49 0.26  -0.77
N -0.67 0.79 -0.05  -0.41
O -0.15 -0.99 2.01  -0.99
O 0.29 -1.31 -0.45  -0.46
H -2.57 0.57 0.41  0.22
H -2.29 0.82 -1.49  0.23
H -1.83 -0.79 -0.73  0.23
H -1.55 2.64 0.36  0.23
H 0.12 2.53 0.82  0.20
H -0.45 2.73 -0.97  0.23
H 1.38 -3.10 0.15  0.23
H 2.26 -1.76 -0.80  0.20
H 1.01 -2.74 -1.54  0.23
H 1.36 1.34 0.71  0.40
H 2.32 -0.04 0.53  0.41
H -0.46 -0.61 3.16  0.52
H -0.63 -1.90 1.95  0.50

=====

7.
Computed, not measured: one molecule with the formula C5H7N3O3 at a distorted geometry, with ωB97M-V/def2-TZVPD.

Computed properties:
- structure (SMILES) = CN1CN(C=O)C=C1[N+](=O)[O-]
- total charge = 0
- largest force on an atom (eV/A) = 2.61
- HOMO-LUMO gap (eV) = 7.518
- energy (hartree) = -584.5465
- HOMO level (eV) = -8.15
- energy above the lowest of the compared OMol25 structures with the same formula, charge and spin (kcal/mol) = 118.2
- E_LUMO (eV) = -0.6

Each line ends with the natural charge from an NBO analysis.
CARTESIAN COORDINATES (ANGSTROEM)
C -1.06 1.60 0.53  -0.43
N -0.55 0.32 0.07  -0.42
C 0.86 -0.02 0.28  -0.03
N 0.87 -1.45 0.26  -0.42
C 2.09 -2.04 -0.08  0.52
O 3.08 -1.33 -0.05  -0.56
C -0.40 -1.92 0.17  0.00
C -1.26 -0.89 0.08  0.19
N -2.65 -1.09 0.00  0.51
O -3.15 -2.16 0.29  -0.38
O -3.32 -0.16 -0.37  -0.39
H -0.88 1.83 1.65  0.18
H -0.78 2.38 -0.12  0.21
H -2.16 1.71 0.48  0.25
H 1.14 0.55 1.30  0.18
H 1.56 0.22 -0.58  0.22
H 2.00 -3.16 0.01  0.14
H -0.40 -2.94 0.05  0.23

=====

8.
Computed, not measured: C21H29CrN5O4PS3 as an isolated structure at a distorted geometry, with ωB97M-V/def2-TZVPD.

Computed properties:
- total charge = -1
- largest force on an atom (eV/A) = 1.54
- 2S+1 = 5
- HOMO-LUMO gap (spin up / spin down) (eV) = 4.763 / 7.626
- energy (hartree) = -3972.8956
- HOMO level (spin up / spin down) (eV) = -2.27 / -5.14
- energy above the lowest of the compared OMol25 structures with the same formula, charge and spin (kcal/mol) = 23.5
- E_LUMO (spin up / spin down) (eV) = 2.5 / 2.5

Each line ends with the Mulliken spin population.
CARTESIAN COORDINATES (ANGSTROEM)
Cr 1.16 0.92 -0.09  3.14
C 0.22 0.75 4.14  0.10
C 0.10 0.86 2.74  -0.03
N 1.13 0.77 1.95  -0.04
C 2.38 0.52 2.50  0.10
C 2.58 0.41 3.89  0.05
C 1.45 0.53 4.70  -0.03
C 3.90 0.18 4.37  -0.04
C 4.93 0.07 3.49  0.04
C 4.74 0.17 2.07  -0.12
C 5.79 0.08 1.12  0.42
C 5.46 0.21 -0.26  0.00
C 4.18 0.39 -0.66  0.11
N 3.14 0.46 0.24  0.17
C 3.44 0.38 1.59  0.11
H -0.67 0.85 4.75  0.01
H -0.85 1.04 2.26  -0.01
H 1.56 0.46 5.78  0.00
H 4.07 0.09 5.43  0.00
H 5.93 -0.11 3.87  0.00
H 6.81 -0.06 1.45  0.03
H 6.24 0.17 -1.02  0.00
H 3.91 0.49 -1.70  0.04
O 0.22 3.68 1.77  0.00
S 0.35 3.56 0.33  0.00
O 1.67 2.89 -0.05  -0.01
O 0.11 4.77 -0.41  0.00
S -0.94 2.06 -0.31  -0.04
C -0.51 0.75 -4.96  0.00
N 0.79 0.33 -4.43  0.00
C 1.39 -0.90 -4.97  0.00
C 1.09 0.68 -3.19  0.02
N 1.35 0.99 -2.12  -0.04
H -0.39 1.06 -6.00  0.00
H -0.88 1.59 -4.38  0.00
H -1.22 -0.07 -4.90  0.00
H 1.67 -0.72 -6.01  0.00
H 0.68 -1.72 -4.91  0.00
H 2.26 -1.16 -4.39  0.00
O 0.13 -2.01 -2.46  0.04
S 0.19 -2.05 -0.98  0.07
N 0.63 -0.92 -0.21  -0.11
C -4.20 0.39 2.10  0.00
C -4.16 0.24 0.58  0.00
P -2.70 -0.73 0.01  0.01
C -2.83 -0.40 -1.81  0.00
C -4.18 -0.68 -2.49  0.00
C -3.34 -2.46 0.09  0.00
C -2.97 -3.15 1.42  0.00
H -5.02 1.04 2.42  0.00
H -3.27 0.84 2.47  0.00
H -4.33 -0.57 2.60  0.00
H -4.05 1.23 0.12  0.00
H -5.09 -0.20 0.21  0.00
H -2.05 -0.99 -2.30  0.00
H -2.55 0.65 -1.93  0.00
H -4.53 -1.69 -2.28  0.00
H -4.09 -0.58 -3.57  0.00
H -4.95 0.03 -2.16  0.00
H -2.86 -3.00 -0.73  0.00
H -4.42 -2.49 -0.07  0.00
H -1.91 -3.00 1.64  0.00
H -3.16 -4.22 1.38  0.00
H -3.54 -2.73 2.25  0.00